{"formula": "C13H34N2O5", "method": "wB97M-V/def2-TZVPD", "largest_force_ev_per_a": 3.78, "lumo_energy_ha": [0.0989, 0.0977], "e_homo_ev": [0.6, -7.0], "spin_multiplicity": 2, "s2": 0.750, "charge": -1, "species": ["C", "C", "C", "O", "H", "H", "H", "H", "H", "H", "H", "H", "C", "C", "C", "O", "H", "H", "H", "H", "H", "H", "H", "H", "C", "C", "C", "O", "H", "H", "H", "H", "H", "H", "H", "H", "O", "C", "N", "C", "H", "H", "H", "H", "H", "O", "C", "N", "C", "H", "H", "H", "H", "H"], "coordinates": [[-2.01464, -4.44173, -2.78414], [-2.56261, -4.28981, -1.42590], [-3.32274, -5.51325, -0.88169], [-1.43782, -4.09303, -0.58693], [-2.88796, -4.68770, -3.38820], [-1.27058, -5.23306, -2.87508], [-1.66361, -3.48824, -3.17877], [-3.29987, -3.48711, -1.44039], [-3.70667, -5.30154, 0.11625], [-2.58606, -6.31643, -0.86422], [-4.15335, -5.72018, -1.55650], [-0.81432, -3.53131, -1.05311], [3.10260, 3.32451, -0.78311], [3.78226, 4.33980, 0.08541], [2.86348, 5.00278, 1.17826], [5.04809, 3.93072, 0.59934], [2.57262, 2.53965, -0.24345], [3.78749, 2.94582, -1.54179], [2.35163, 3.75157, -1.44777], [4.07701, 5.12012, -0.61625], [2.40826, 4.21362, 1.77667], [2.10575, 5.64804, 0.73376], [3.62966, 5.59401, 1.67977], [4.76374, 3.31216, 1.27618], [-1.29902, 2.77959, -0.87219], [-0.54891, 3.36867, 0.28636], [-1.23648, 4.61602, 0.86996], [-0.33446, 2.32998, 1.13144], [-0.89972, 1.85191, -1.28217], [-1.25433, 3.54813, -1.64385], [-2.35985, 2.67471, -0.64475], [0.41286, 3.65879, -0.13666], [-1.26175, 5.46764, 0.19010], [-0.78386, 4.94592, 1.80505], [-2.26888, 4.43069, 1.16643], [-0.39185, 2.66699, 2.02851], [0.58518, -2.02579, -1.39599], [0.81674, -0.89976, -1.02068], [0.11139, -0.49603, 0.01293], [1.84551, -0.00039, -1.67573], [-0.47349, -1.26217, 0.31464], [-0.10272, 0.46320, 0.24561], [2.30623, 0.58014, -0.87646], [1.42636, 0.73790, -2.35937], [2.48855, -0.60882, -2.31167], [-1.29137, -3.84214, 4.29155], [-1.06557, -3.75710, 3.11776], [-1.72370, -4.51659, 2.29695], [-0.09289, -2.81434, 2.55022], [-1.46179, -4.42563, 1.32575], [-2.33968, -5.26048, 2.59243], [-0.62456, -1.86997, 2.43371], [0.25505, -3.22938, 1.60428], [0.79465, -2.73109, 3.17747]], "atomic_forces_ev_per_a": [[-1.135, -0.276, -1.612], [0.008, -0.718, 1.081], [0.762, 0.665, -0.589], [-0.442, 0.243, 0.893], [0.114, -0.246, -0.608], [0.034, 0.107, 0.086], [0.386, -0.061, 0.132], [0.260, 0.670, 0.320], [0.064, -0.088, -0.012], [-0.335, -0.362, 0.133], [-0.008, -0.268, 0.097], [0.533, 0.558, 0.017], [-0.387, -0.559, -0.697], [-0.603, 1.768, -0.871], [1.686, -0.834, -1.268], [-0.946, -0.448, 0.378], [0.336, -0.173, 0.132], [0.384, -0.549, 0.398], [-0.349, 0.607, 0.340], [-0.082, 0.385, 0.067], [-0.027, 0.267, 0.339], [-0.037, -0.107, 0.007], [-0.592, 0.187, 0.737], [0.620, -0.447, 0.465], [-0.889, 1.158, -0.918], [-0.154, 1.306, -1.955], [-0.227, -0.456, 0.452], [0.139, -1.457, 1.973], [0.131, 0.053, 0.223], [-0.085, -0.076, -0.550], [-0.016, -0.352, 0.137], [0.293, 0.497, 0.132], [0.237, -0.070, -0.259], [0.485, -0.003, -0.045], [-0.181, -0.326, -0.226], [0.250, -0.270, 0.837], [0.527, -2.504, -1.533], [0.176, 0.853, -0.946], [-0.630, 0.878, 1.190], [-0.443, 0.080, 0.219], [-0.369, 0.547, 0.310], [0.232, 0.106, 0.452], [0.575, -0.250, -0.286], [-0.541, -0.004, 0.104], [0.309, 0.020, 0.524], [-0.014, 0.303, 3.030], [0.311, 0.166, 1.599], [-0.862, -1.499, -3.361], [0.732, 0.007, -0.755], [-0.506, -0.421, -0.334], [0.211, 0.415, 0.207], [0.461, 0.189, -0.060], [-0.030, 0.504, -0.341], [-0.366, 0.284, 0.214]], "mulliken_spin": [0.017, 0.054, 0.006, -0.081, -0.012, 0.004, 0.003, -0.012, 0.002, -0.002, -0.005, 0.035, 0.506, 0.078, 0.235, -0.193, -0.117, -0.105, 0.012, 0.049, 0.136, 0.219, -0.306, 0.043, 0.675, -1.656, 1.211, -0.392, 0.205, -0.206, 0.045, -0.011, -0.018, -0.128, -0.192, 0.601, -0.246, 0.417, 0.034, 0.106, 0.105, -0.059, -0.037, 0.033, -0.082, -0.070, 0.203, -0.042, -0.159, -0.004, 0.003, 0.106, 0.026, -0.034]}